Entry 1:
{
  "formula": "C12H30IO3P2RhSi",
  "method": "ωB97M-V with the def2-TZVPD basis set",
  "species": ["C", "H", "C", "C", "H", "H", "H", "H", "C", "C", "H", "H", "Rh", "H", "H", "H", "H", "H", "O", "H", "H", "H", "C", "H", "H", "C", "H", "H", "O", "Si", "H", "H", "C", "H", "I", "C", "H", "H", "C", "H", "C", "H", "H", "H", "P", "P", "C", "O", "H", "H"],
  "positions_angstrom": [[-3.145, 1.228, 0.589], [-2.880, 1.216, 1.651], [2.861, -1.669, 0.452], [-0.002, 1.695, 4.269], [2.401, -0.897, -2.601], [2.902, 1.160, 1.649], [-2.437, -2.474, -0.045], [2.389, -2.519, -0.051], [2.887, -0.117, -2.005], [3.168, 1.167, 0.588], [2.500, -0.431, 3.885], [-2.501, -0.434, 3.886], [0.000, -0.065, -0.148], [1.614, -0.953, 5.313], [3.977, -0.280, -1.973], [-4.225, 1.066, 0.483], [2.925, 2.150, 0.174], [1.657, -1.980, 3.883], [0.027, 2.718, 0.968], [-2.631, -1.643, 1.520], [2.604, -1.694, 1.514], [-2.882, 2.205, 0.176], [1.579, -0.936, 4.213], [-0.005, 1.662, 5.367], [-0.881, 2.277, 3.960], [-2.890, -1.615, 0.458], [-3.983, -0.212, -1.968], [-1.614, -0.956, 5.314], [-0.001, -0.084, 1.991], [-0.001, -0.076, 3.586], [-3.982, -1.643, 0.335], [2.669, 0.854, -2.460], [0.000, -0.047, -7.946], [0.878, 2.276, 3.964], [-0.006, -0.601, -4.800], [0.006, 0.648, -6.615], [-0.891, -0.668, -8.048], [3.951, -1.718, 0.326], [-2.891, -0.067, -2.001], [-1.656, -1.982, 3.882], [-1.578, -0.938, 4.213], [4.245, 0.984, 0.482], [-2.418, -0.855, -2.597], [0.882, -0.679, -8.051], [-2.250, -0.086, -0.296], [2.248, -0.128, -0.299], [0.017, 1.680, 0.428], [0.017, 1.847, -6.420], [0.003, 0.714, -8.737], [-2.657, 0.901, -2.458]],
  "fmax_ha_per_bohr": 0.157,
  "total_charge": 2,
  "total_energy_ev": -56620.201,
  "spin_multiplicity": 5
}


Entry 2:
{
  "formula": "C12H30N2O2PS",
  "method": "ωB97M-V with the def2-TZVPD basis set",
  "species": ["C", "H", "H", "H", "H", "C", "C", "C", "H", "H", "C", "H", "C", "H", "C", "H", "H", "H", "C", "H", "C", "H", "C", "H", "H", "H", "H", "C", "H", "H", "H", "H", "H", "H", "N", "O", "P", "O", "H", "H", "H", "S", "H", "H", "H", "N", "H", "C"],
  "positions_angstrom": [[-3.911, -3.796, -0.641], [-3.076, -3.391, -2.547], [-0.021, 1.293, -0.916], [1.854, -0.372, -0.487], [0.975, -3.233, -1.710], [0.221, -3.150, -2.493], [-0.424, 3.656, 1.201], [-2.697, -3.596, -1.540], [2.571, 2.296, 2.133], [-0.896, 4.695, 1.015], [2.181, 0.741, -0.445], [-2.140, -4.540, -1.601], [4.162, 1.286, -1.554], [0.571, 5.794, 3.044], [-0.536, -3.753, 0.671], [-1.388, -1.864, -3.061], [1.337, 4.552, 4.207], [0.447, 1.146, 0.845], [0.012, 3.579, 2.718], [-2.203, -2.439, 0.916], [0.814, 1.557, -0.162], [0.488, -3.711, 0.299], [0.389, 4.851, 3.649], [-0.474, -3.786, 1.763], [-3.628, -4.126, 0.361], [-0.427, 4.977, 4.450], [2.028, 3.448, -1.140], [-1.345, -2.530, 0.242], [-0.988, -4.692, 0.344], [-0.056, 3.529, -1.143], [-0.252, 1.652, 2.815], [-4.563, -4.565, -1.064], [0.743, -2.840, -3.403], [-1.263, 2.903, 1.019], [0.036, 2.439, 3.413], [4.856, 1.776, -2.487], [0.986, 3.457, -0.112], [2.788, 1.053, -1.727], [2.914, 0.772, 0.445], [-0.358, -1.189, -1.839], [1.074, 4.918, -0.169], [2.579, 3.452, 1.365], [-0.754, -1.629, 0.440], [4.757, 1.005, -0.608], [-4.494, -2.875, -0.554], [-1.839, -2.490, -1.130], [-0.199, -4.141, -2.682], [-0.851, -2.120, -2.140]],
  "fmax_ha_per_bohr": 0.089,
  "total_charge": -1,
  "total_energy_ev": -40126.446
}


Entry 3:
{
  "formula": "C12H31BrIO9S5",
  "method": "ωB97M-V with the def2-TZVPD basis set",
  "species": ["H", "S", "C", "C", "H", "H", "H", "H", "H", "S", "S", "H", "H", "O", "H", "C", "H", "H", "O", "O", "H", "O", "C", "I", "C", "H", "H", "H", "H", "C", "C", "H", "H", "H", "C", "C", "Br", "C", "S", "H", "H", "O", "H", "S", "O", "H", "H", "H", "C", "O", "C", "O", "O", "H", "H", "H", "H", "H", "H"],
  "positions_angstrom": [[4.869, -2.638, -1.473], [5.219, 2.228, 1.985], [-3.317, -1.847, -1.886], [2.735, -2.428, -1.098], [2.596, -3.133, 0.950], [5.869, -4.646, -0.337], [6.989, 1.385, 0.680], [6.087, 5.723, 2.133], [-8.891, 3.100, 0.541], [3.323, -5.079, -0.092], [5.168, -4.724, 0.799], [5.374, 0.843, 0.106], [4.467, 6.379, 2.431], [-6.908, -0.227, 2.282], [4.459, 5.141, 0.302], [-6.863, 2.782, 1.130], [-2.777, -1.780, -0.941], [2.461, -2.775, -2.091], [-0.943, -0.875, -3.839], [6.041, 2.498, 3.120], [-1.013, -3.524, -4.879], [3.850, 1.856, 2.178], [-8.338, 2.460, 1.229], [3.790, -5.554, -2.380], [-3.781, -0.494, -2.365], [3.459, 4.280, 1.469], [-4.157, -2.521, -1.742], [-3.661, 0.987, 2.818], [-6.462, 2.560, 0.141], [2.431, -3.500, -0.066], [4.166, -1.913, -1.067], [-4.489, -0.088, -1.644], [2.062, -1.607, -0.844], [-8.541, 1.422, 0.974], [5.052, 5.463, 2.350], [-4.513, 0.380, 3.109], [4.327, -0.358, -2.180], [4.476, 4.603, 1.246], [-0.997, -2.053, -3.041], [-4.913, 0.690, 4.069], [5.027, 4.953, 3.311], [-0.341, -2.047, -1.759], [4.468, -1.662, -0.053], [-5.775, 0.551, 1.898], [-2.475, -2.543, -2.860], [-0.466, -4.315, -3.368], [-4.265, -0.576, -3.338], [6.100, 0.133, 1.588], [-0.412, -3.419, -3.980], [-5.226, 0.376, 0.585], [6.006, 1.025, 0.972], [5.287, 3.429, 0.961], [-6.063, 2.088, 2.125], [-2.952, 0.205, -2.462], [1.391, -3.820, -0.162], [-6.679, 3.833, 1.337], [-4.248, -0.675, 3.133], [-8.700, 2.635, 2.241], [0.618, -3.188, -4.247]],
  "fmax_ha_per_bohr": 0.009,
  "total_charge": 1,
  "total_energy_ev": -163685.081
}


Entry 4:
{
  "formula": "C12H31ClFN2O3SSi2",
  "method": "ωB97M-V with the def2-TZVPD basis set",
  "species": ["C", "H", "C", "H", "Si", "C", "C", "H", "O", "H", "C", "Cl", "S", "H", "C", "H", "H", "H", "H", "F", "H", "H", "H", "H", "H", "H", "C", "H", "H", "N", "H", "C", "N", "H", "C", "H", "H", "O", "H", "H", "H", "Si", "C", "H", "H", "H", "H", "H", "C", "H", "H", "C", "O"],
  "positions_angstrom": [[3.548, 0.004, -2.725], [-0.401, 4.679, 4.282], [1.087, 1.895, 4.696], [-1.555, 4.332, 2.978], [-0.951, -0.507, 2.661], [-1.294, -1.262, 0.958], [-1.916, 2.046, 5.231], [-2.458, -2.177, 3.694], [1.591, -3.607, -2.402], [-0.503, -1.002, 0.251], [-0.587, 4.049, 3.409], [-3.232, -0.734, -2.437], [0.553, -2.437, -2.591], [0.994, 0.342, -3.793], [-2.331, -1.094, 3.788], [1.420, -0.261, -5.526], [0.855, -1.030, 4.304], [-3.280, -0.619, 3.522], [-1.858, 1.082, 5.739], [0.970, -1.261, -1.390], [3.963, 1.900, -3.227], [-1.106, 0.423, -5.522], [-1.798, 2.822, 5.993], [-2.103, 1.232, -3.408], [1.113, 0.933, 5.211], [-0.416, -1.969, -6.112], [-0.672, -1.847, -4.951], [1.509, -0.862, 2.661], [-2.115, -0.884, 4.837], [0.654, -1.863, -4.231], [-0.822, 0.102, -2.614], [0.670, -1.244, 3.250], [-0.888, 1.232, 2.515], [1.878, 1.912, 3.942], [-1.768, 0.091, -3.303], [-2.607, -0.688, -5.272], [3.986, -0.726, -1.889], [-0.819, -3.019, -2.172], [-2.253, -0.915, 0.565], [0.197, 4.243, 2.667], [-1.376, -2.771, -4.706], [-0.588, 2.226, 3.918], [3.016, -0.866, -4.015], [0.650, -2.333, 3.140], [3.722, -0.576, -4.928], [2.611, 0.527, -2.202], [-1.333, -2.355, 1.043], [1.314, 2.666, 5.439], [-1.524, -0.453, -4.827], [3.225, -2.020, -3.812], [-2.913, 2.153, 4.792], [1.430, -0.575, -4.375], [4.510, 1.068, -3.053]],
  "fmax_ha_per_bohr": 0.173,
  "total_charge": -1,
  "total_energy_ev": -63897.969
}